# 1
C20H30F3O16V | wB97M-V/def2-TZVPD

XYZ file:
```
70
C20H30F3O16V wB97M-V/def2-TZVPD
V -1.0105 -0.9377 -0.8999
F -4.9122 0.8123 -0.5616
F -5.1749 1.6293 -2.4612
F -5.8950 -0.3259 -2.0386
O 3.9074 -2.8256 -1.8683
O -0.1146 0.1397 -0.1510
O -2.9725 -1.3282 -1.8776
O -2.5383 -1.0819 1.1046
O 2.3538 -1.6096 -0.7843
O 4.3699 -1.9880 0.0501
O -2.3563 0.7827 -1.5491
O -0.4666 -2.4500 -0.7651
O -3.3927 -2.3436 2.8307
O 2.7565 2.1332 5.1303
O 1.5916 1.5835 -2.8531
O 1.3843 3.5213 3.9320
O 0.8196 1.3675 4.1278
O -4.5870 -0.7587 2.0488
O 0.0763 -0.1900 -2.9247
O 2.2248 -0.3219 -3.6176
C 5.5472 -2.6035 -0.3303
C 1.1931 0.3086 -3.0741
C -5.3646 -1.1362 3.1473
C 3.4997 -2.1055 -0.8789
C 6.1490 -2.9971 -2.7962
C -4.8487 0.5066 -1.8336
C -4.5763 -2.3976 3.6036
C 3.4477 0.4218 -3.6306
C 5.2412 -3.3604 -1.6456
C -4.2822 -2.3416 5.0499
C 1.7475 2.3031 4.4623
C 3.9904 0.2878 -5.0437
C 0.1309 3.5010 3.2658
C -1.6268 1.7227 4.0124
C -3.3777 -0.0300 -2.2264
C -0.2214 1.9976 3.3633
C -3.4365 -1.3765 1.9412
C -1.4243 2.9506 -0.6502
C -2.2032 2.2215 -1.8540
C 2.9244 1.7892 -3.3040
H 5.7909 -3.3697 -3.7559
H -2.4187 2.0797 3.3539
H 7.1514 -3.3670 -2.5807
H 3.2054 0.6922 -5.6827
H -3.3913 -2.9240 5.2849
H 4.8789 0.9158 -5.1089
H -1.8188 2.6082 0.3064
H 6.3663 -1.9014 -0.4858
H -1.7523 2.2574 4.9540
H -4.1443 -1.3112 5.3778
H 0.0509 3.8277 2.2290
H -5.0774 -3.3146 3.2934
H -0.5515 4.0470 3.9172
H -1.5345 4.0331 -0.7137
H -6.4049 -1.2806 2.8559
H -5.4063 -0.2888 3.8316
H -0.3378 2.8681 -0.6207
H 4.2458 -0.7597 -5.2038
H -5.1899 -2.7157 5.5234
H -3.2287 0.1511 -3.2908
H 4.0717 0.0869 -2.8021
H -1.8505 0.6567 4.0530
H -3.1507 2.7589 -1.8937
H 5.0516 -4.4200 -1.4745
H -1.5500 2.2632 -2.7256
H -0.0583 1.5776 2.3707
H 3.5862 2.3213 -2.6206
H 5.7210 -3.4607 0.3203
H 2.9463 2.4217 -4.1915
H 6.2264 -1.9240 -2.9708
```

DFT total energy	-87825.6055	eV
energy relative to the best compared isomer or geometry (same formula, charge and spin)	379.9	kJ/mol
total charge	0

The Löwdin scheme yields these atomic charges, measured in e: 0.98 0.16 0.14 0.13 0.11 -0.32 -0.22 0.07 0.10 0.13 -0.23 -0.31 0.12 0.12 0.09 0.04 0.08 0.08 0.10 0.09 -0.10 -0.48 -0.07 -0.62 -0.02 -0.57 -0.31 -0.31 -0.26 -0.02 -0.50 0.00 -0.09 0.00 -0.33 -0.28 -0.49 -0.06 -0.14 -0.10 0.09 0.08 0.09 0.10 0.10 0.09 0.06 0.14 0.08 0.09 0.13 0.16 0.12 0.06 0.14 0.13 0.05 0.09 0.10 0.15 0.15 0.07 0.11 0.16 0.11 0.14 0.14 0.14 0.13 0.08


# 2
C20H30FeN2O2S2 | wB97M-V/def2-TZVPD

XYZ file:
```
57
C20H30FeN2O2S2 wB97M-V/def2-TZVPD
Fe 0.2420 0.3907 0.1404
S 0.0564 3.7372 0.9349
S 3.6829 0.1971 0.5744
O 0.1500 2.3567 0.2734
O 2.1576 0.1202 0.4894
N 0.1935 -1.0766 -1.3963
N -1.5844 0.0655 1.2294
C 6.0636 -0.6161 -2.5213
C -1.9411 -2.3362 -1.2424
C 3.5090 0.4509 -2.1808
C 2.8769 4.2144 0.6477
C -2.7275 -1.1793 -0.6189
C 3.3239 2.9191 -0.0358
C -2.5406 -1.0335 0.8898
C 3.9909 1.9408 0.9295
C 0.2554 5.5547 -2.6594
C -0.2362 6.8170 -2.3482
C 0.3543 4.5846 -1.6748
C 5.3163 -0.2168 -3.6200
C 4.0402 0.3101 -3.4526
C 4.2708 0.0526 -1.0890
C -0.4469 -2.3557 -0.9631
C 5.5384 -0.4931 -1.2428
C -0.0552 4.9035 -0.3877
C -0.6482 7.1167 -1.0569
C -0.5720 6.1514 -0.0640
C 1.7023 4.0808 1.6084
H 1.5474 5.0153 2.1549
H 1.1793 -1.2330 -1.5983
H 2.4575 2.4483 -0.4999
H -2.0654 0.9549 1.1025
H -0.2359 -2.4964 0.0997
H -2.4834 -0.2285 -1.1079
H 2.5190 0.8692 -2.0436
H 7.0493 -1.0388 -2.6577
H 3.7056 4.6389 1.2206
H -3.4904 -0.8348 1.3845
H 1.8366 3.2978 2.3592
H -0.2245 -0.7945 -2.2801
H 5.7258 -0.3241 -4.6152
H 3.6376 2.0450 1.9580
H -2.3533 -3.2840 -0.8908
H -0.3093 7.5694 -3.1216
H 0.5616 5.3277 -3.6715
H 0.0044 -3.1957 -1.4904
H -0.9171 6.3683 0.9400
H 6.1057 -0.8274 -0.3824
H 4.0202 3.1633 -0.8375
H 2.6350 4.9563 -0.1146
H -1.0448 8.0952 -0.8247
H 5.0780 2.0421 0.9529
H -2.1448 -1.9538 1.3201
H -3.7828 -1.3416 -0.8358
H -2.0976 -2.3291 -2.3251
H -1.3884 0.0190 2.2271
H 0.7258 3.5945 -1.9037
H 3.4631 0.6147 -4.3154
```

DFT total energy	-84346.8524	eV
energy relative to the best compared isomer or geometry (same formula, charge and spin)	10.6	kJ/mol
multiplicity	5
⟨S²⟩	6.0100
total charge	+2

The Löwdin scheme yields these atomic charges, measured in e: 0.85 1.09 1.10 -0.62 -0.61 -0.03 -0.03 -0.04 -0.19 -0.09 -0.20 -0.18 -0.22 -0.20 -0.29 -0.05 -0.04 -0.08 -0.04 -0.05 -0.40 -0.21 -0.07 -0.41 -0.04 -0.07 -0.30 0.11 0.09 0.06 0.10 0.11 0.11 0.09 0.12 0.13 0.13 0.09 0.11 0.12 0.09 0.13 0.12 0.12 0.13 0.12 0.12 0.13 0.12 0.12 0.12 0.12 0.12 0.12 0.11 0.10 0.12


> What is the formula in the first record?

C20H30F3O16V


> Among the records above, which one has the highest total charge?

C20H30FeN2O2S2


> The highest DFT total energy belongs to which entry?

C20H30FeN2O2S2


Please write out number 2 again, unchanged.
C20H30FeN2O2S2 | wB97M-V/def2-TZVPD

XYZ file:
```
57
C20H30FeN2O2S2 wB97M-V/def2-TZVPD
Fe 0.2420 0.3907 0.1404
S 0.0564 3.7372 0.9349
S 3.6829 0.1971 0.5744
O 0.1500 2.3567 0.2734
O 2.1576 0.1202 0.4894
N 0.1935 -1.0766 -1.3963
N -1.5844 0.0655 1.2294
C 6.0636 -0.6161 -2.5213
C -1.9411 -2.3362 -1.2424
C 3.5090 0.4509 -2.1808
C 2.8769 4.2144 0.6477
C -2.7275 -1.1793 -0.6189
C 3.3239 2.9191 -0.0358
C -2.5406 -1.0335 0.8898
C 3.9909 1.9408 0.9295
C 0.2554 5.5547 -2.6594
C -0.2362 6.8170 -2.3482
C 0.3543 4.5846 -1.6748
C 5.3163 -0.2168 -3.6200
C 4.0402 0.3101 -3.4526
C 4.2708 0.0526 -1.0890
C -0.4469 -2.3557 -0.9631
C 5.5384 -0.4931 -1.2428
C -0.0552 4.9035 -0.3877
C -0.6482 7.1167 -1.0569
C -0.5720 6.1514 -0.0640
C 1.7023 4.0808 1.6084
H 1.5474 5.0153 2.1549
H 1.1793 -1.2330 -1.5983
H 2.4575 2.4483 -0.4999
H -2.0654 0.9549 1.1025
H -0.2359 -2.4964 0.0997
H -2.4834 -0.2285 -1.1079
H 2.5190 0.8692 -2.0436
H 7.0493 -1.0388 -2.6577
H 3.7056 4.6389 1.2206
H -3.4904 -0.8348 1.3845
H 1.8366 3.2978 2.3592
H -0.2245 -0.7945 -2.2801
H 5.7258 -0.3241 -4.6152
H 3.6376 2.0450 1.9580
H -2.3533 -3.2840 -0.8908
H -0.3093 7.5694 -3.1216
H 0.5616 5.3277 -3.6715
H 0.0044 -3.1957 -1.4904
H -0.9171 6.3683 0.9400
H 6.1057 -0.8274 -0.3824
H 4.0202 3.1633 -0.8375
H 2.6350 4.9563 -0.1146
H -1.0448 8.0952 -0.8247
H 5.0780 2.0421 0.9529
H -2.1448 -1.9538 1.3201
H -3.7828 -1.3416 -0.8358
H -2.0976 -2.3291 -2.3251
H -1.3884 0.0190 2.2271
H 0.7258 3.5945 -1.9037
H 3.4631 0.6147 -4.3154
```

DFT total energy	-84346.8524	eV
energy relative to the best compared isomer or geometry (same formula, charge and spin)	10.6	kJ/mol
multiplicity	5
⟨S²⟩	6.0100
total charge	+2

The Löwdin scheme yields these atomic charges, measured in e: 0.85 1.09 1.10 -0.62 -0.61 -0.03 -0.03 -0.04 -0.19 -0.09 -0.20 -0.18 -0.22 -0.20 -0.29 -0.05 -0.04 -0.08 -0.04 -0.05 -0.40 -0.21 -0.07 -0.41 -0.04 -0.07 -0.30 0.11 0.09 0.06 0.10 0.11 0.11 0.09 0.12 0.13 0.13 0.09 0.11 0.12 0.09 0.13 0.12 0.12 0.13 0.12 0.12 0.13 0.12 0.12 0.12 0.12 0.12 0.12 0.11 0.10 0.12